Density functional theory data (wB97M-V/def2-TZVPD) for an isolated ion of composition C3HO4 and charge -1 at a distorted geometry.

Computed properties:
net charge: -1
LUMO level: 4.01 eV
HOMO: -4.5145 eV
SMILES: O=C([O-])[C@@H]1OC1=O
total energy: -11317.335 eV

The geometry in XYZ format:
```
8
Properties=species:S:1:pos:R:3:forces:R:3:mulliken_charge:R:1
O -2.154680 -0.251781 0.864092 0.068 -0.071 -1.187 -0.698
C -1.354918 -0.206709 -0.094195 2.215 0.102 0.921 0.538
O -1.353125 -0.358447 -1.319805 -1.005 0.116 0.271 -0.665
C 0.191669 0.079946 0.464485 -1.673 -1.338 1.612 -0.097
O 0.921926 1.229238 -0.172804 -0.027 3.619 0.214 -0.365
C 1.390235 0.072881 -0.354194 -1.991 -2.982 0.562 0.632
O 2.167775 -0.542139 -0.990049 1.913 -0.189 -0.891 -0.572
H 0.191115 -0.022987 1.602469 0.499 0.742 -1.501 0.226
```
Positions in Å, forces in eV/Å.


Density functional theory data (wB97M-V/def2-TZVPD) for an isolated ion of composition C3HO4 and charge -1 at a distorted geometry.

Computed properties:
net charge: -1
LUMO level: 3.76 eV
HOMO: -3.1583 eV
SMILES: O=C=CC(=O)O[O-]
total energy: -11314.191 eV

The geometry in XYZ format:
```
8
Properties=species:S:1:pos:R:3:forces:R:3:mulliken_charge:R:1
O -0.845259 -2.398042 0.093241 -0.637 0.675 0.657 -0.430
C -0.855255 -1.226319 0.116003 1.649 -4.600 -0.622 0.821
C -0.801782 0.019578 -0.063649 0.127 3.576 -0.317 -0.696
C 0.386784 0.995516 0.049457 -0.869 -0.463 0.087 0.576
O 0.111051 2.177446 0.168426 -0.526 0.592 -0.091 -0.673
O 1.630001 0.656339 0.000290 0.253 1.494 0.083 -0.090
O 2.170103 -0.621721 -0.021268 -0.642 -1.711 -0.061 -0.769
H -1.795641 0.397203 -0.342502 0.646 0.437 0.263 0.260
```
Positions in Å, forces in eV/Å.


Density functional theory data (wB97M-V/def2-TZVPD) for a 2-piece molecular cluster, C3HOS overall at a distorted geometry.

Computed properties:
net charge: -1
LUMO level: 3.31 eV
HOMO: -3.8479 eV
total energy: -16007.802 eV

The geometry in XYZ format:
```
6
Properties=species:S:1:pos:R:3:forces:R:3:mulliken_charge:R:1
C -0.159296 0.015245 -0.048760 2.201 -0.444 -0.204 -0.512
C -1.323169 0.295434 0.132441 -2.216 0.415 0.198 -0.687
C -4.200200 0.503179 -0.061740 -0.953 2.535 -0.169 0.545
O -4.297364 1.674624 -0.098016 0.893 -2.055 0.140 -0.329
S -4.688251 -0.994282 -0.074414 0.425 -0.490 0.058 -0.334
H 0.891021 -0.198544 -0.144076 -0.350 0.040 -0.023 0.317
```
Positions in Å, forces in eV/Å.


Density functional theory data (wB97M-V/def2-TZVPD) for C3LiO6Rh as an isolated structure at a distorted geometry.

Computed properties:
net charge: +1
LUMO level (spin up / spin down): -5.55 / -8.99 eV
HOMO (spin up / spin down): -12.1376 / -14.2029 eV
total energy: -18593.960 eV
spin multiplicity: 6

The geometry in XYZ format:
```
11
Properties=species:S:1:pos:R:3:forces:R:3:lowdin_spin:R:1
O 0.081754 1.972376 -0.520413 -0.724 1.514 -0.658 0.502
C -0.061657 0.694414 -0.673611 -3.527 -2.830 -1.467 0.606
O 0.947118 0.117327 0.115920 0.664 -3.512 -1.640 0.294
C 1.966269 -0.878908 -0.389438 0.356 2.411 1.798 0.036
O 2.984320 -0.308864 -0.736807 -0.882 -1.664 -0.414 0.376
O 1.616494 -1.977312 0.011750 0.590 -0.615 -0.970 0.525
Rh 0.902768 1.716940 1.203684 0.530 3.055 3.895 2.484
C -1.618931 -0.021830 -0.134444 -0.426 0.572 0.089 0.078
O -2.575167 -0.399665 -0.854621 2.202 0.468 0.537 0.017
O -1.675300 -0.064471 1.143730 1.074 0.230 -0.953 0.078
Li -3.254956 -1.237322 0.811329 0.143 0.371 -0.218 0.004
```
Positions in Å, forces in eV/Å.